Record 1
{
  "formula": "C38H46NS4Sb2Ti",
  "method": "the ωB97M-V functional and the def2-TZVPD basis",
  "elements": ["Ti", "S", "C", "S", "S", "C", "C", "C", "C", "Sb", "C", "C", "C", "C", "C", "C", "C", "C", "H", "H", "H", "H", "H", "H", "H", "H", "H", "H", "H", "H", "H", "H", "H", "H", "H", "H", "H", "H", "H", "H", "H", "H", "H", "H", "H", "N", "C", "C", "C", "C", "C", "C", "C", "H", "H", "H", "H", "S", "Sb", "C", "C", "C", "C", "C", "C", "C", "C", "C", "C", "C", "C", "C", "C", "C", "C", "C", "C", "H", "H", "H", "H", "H", "H", "H", "H", "H", "H", "H", "H", "H", "H", "H"],
  "xyz": [[-0.497, 0.222, 0.826], [-0.917, -0.992, 4.404], [-1.527, -0.965, 2.859], [-2.577, 0.275, 2.237], [-0.917, -2.042, 1.607], [-3.298, -0.116, -4.432], [-2.306, -0.566, -3.362], [-2.328, -2.090, -3.198], [-0.910, -0.192, -3.853], [-2.635, 0.271, -1.348], [-3.228, 2.344, -1.703], [-3.373, 3.014, -0.333], [-4.519, 2.540, -2.497], [-2.065, 3.011, -2.443], [-4.566, -0.701, -0.802], [-5.461, -1.006, -2.005], [-4.222, -1.997, -0.074], [-5.377, 0.194, 0.137], [-3.094, -0.683, -5.352], [-3.154, 0.938, -4.674], [-4.343, -0.270, -4.174], [-2.000, -2.555, -4.137], [-3.315, -2.486, -2.960], [-1.635, -2.411, -2.415], [-0.782, -0.587, -4.870], [-0.147, -0.635, -3.228], [-0.741, 0.883, -3.891], [-4.172, 2.575, 0.266], [-3.616, 4.075, -0.482], [-2.449, 2.958, 0.240], [-5.391, 2.144, -1.978], [-4.478, 2.085, -3.484], [-4.686, 3.617, -2.636], [-1.118, 2.867, -1.918], [-2.250, 4.092, -2.502], [-1.962, 2.637, -3.463], [-5.025, -1.720, -2.702], [-5.732, -0.104, -2.556], [-6.391, -1.451, -1.626], [-3.667, -2.694, -0.705], [-5.157, -2.489, 0.230], [-3.624, -1.810, 0.818], [-5.721, 1.105, -0.354], [-4.832, 0.459, 1.038], [-6.270, -0.366, 0.445], [4.210, -1.274, -5.009], [3.496, -1.064, -4.131], [2.600, -0.801, -3.029], [2.066, -1.859, -2.295], [1.205, -1.597, -1.236], [0.844, -0.288, -0.870], [1.429, 0.751, -1.617], [2.282, 0.509, -2.681], [2.330, -2.877, -2.558], [0.809, -2.437, -0.676], [1.222, 1.776, -1.339], [2.721, 1.328, -3.239], [0.035, 2.232, 1.289], [1.994, -0.140, 2.098], [2.897, -2.022, 2.526], [2.070, -2.924, 3.204], [2.532, -4.192, 3.535], [3.820, -4.580, 3.184], [4.649, -3.690, 2.516], [4.191, -2.416, 2.190], [3.617, 0.825, 1.141], [4.242, 0.236, 0.040], [5.297, 0.874, -0.600], [5.728, 2.118, -0.157], [5.102, 2.720, 0.928], [4.054, 2.074, 1.575], [2.296, 0.746, 4.011], [1.369, 1.631, 4.555], [1.602, 2.206, 5.800], [2.758, 1.903, 6.506], [3.686, 1.019, 5.969], [3.454, 0.445, 4.725], [1.061, -2.634, 3.477], [1.878, -4.876, 4.062], [4.178, -5.572, 3.434], [5.658, -3.981, 2.248], [4.863, -1.728, 1.695], [3.891, -0.716, -0.336], [5.768, 0.408, -1.458], [6.545, 2.619, -0.662], [5.427, 3.695, 1.273], [3.574, 2.549, 2.423], [0.462, 1.865, 4.013], [0.870, 2.886, 6.217], [2.934, 2.350, 7.477], [4.587, 0.775, 6.517], [4.179, -0.251, 4.315]],
  "forces_ev_per_a": [[0.3, 0.4, -0.2], [-0.2, -0.1, 0.0], [0.0, 0.1, -0.2], [0.4, -0.1, 0.2], [-0.2, -0.4, 0.0], [0.0, 0.0, -0.1], [-0.1, -0.1, -0.1], [0.0, 0.0, -0.1], [0.0, 0.0, -0.1], [-0.2, -0.1, 0.2], [0.0, 0.2, 0.0], [-0.1, 0.0, -0.1], [0.0, 0.0, 0.0], [-0.1, 0.0, 0.0], [0.1, 0.1, -0.1], [-0.1, 0.0, 0.1], [-0.1, -0.1, 0.0], [0.0, -0.1, 0.0], [0.0, 0.0, 0.0], [0.0, 0.0, 0.0], [0.0, 0.0, 0.0], [0.0, 0.0, 0.0], [0.1, 0.0, 0.0], [0.0, 0.0, 0.0], [0.0, 0.0, 0.0], [0.2, 0.0, 0.1], [0.0, 0.0, 0.0], [0.0, 0.0, 0.0], [0.0, -0.1, 0.0], [0.1, 0.0, 0.1], [0.0, 0.0, 0.0], [0.0, 0.0, 0.0], [0.0, 0.0, 0.0], [0.0, 0.0, 0.0], [0.0, 0.0, 0.0], [0.0, 0.0, 0.0], [0.0, 0.1, 0.0], [0.0, 0.0, 0.0], [0.0, 0.0, 0.0], [0.0, 0.0, 0.0], [0.0, 0.0, 0.0], [0.0, 0.0, 0.0], [0.0, 0.0, 0.1], [0.0, 0.0, 0.0], [0.0, 0.0, 0.0], [0.0, 0.0, 0.0], [-0.1, 0.0, 0.2], [0.2, -0.1, -0.2], [0.0, -0.1, 0.1], [0.1, 0.1, -0.1], [-0.2, 0.1, 0.2], [0.1, -0.2, 0.0], [0.0, 0.1, 0.0], [0.0, 0.0, 0.0], [0.0, -0.1, 0.0], [0.0, 0.1, 0.0], [0.0, 0.0, 0.0], [-0.2, 0.0, -0.3], [-0.2, 0.2, 0.1], [-0.1, -0.3, 0.1], [0.1, -0.1, 0.0], [0.1, 0.1, -0.1], [-0.1, 0.0, 0.0], [0.0, 0.1, 0.0], [-0.1, 0.0, 0.1], [0.3, 0.0, -0.2], [0.0, 0.2, 0.1], [-0.1, 0.0, 0.0], [0.0, 0.0, 0.0], [0.0, -0.1, 0.0], [0.1, 0.0, -0.1], [0.1, 0.1, 0.1], [0.1, -0.1, 0.0], [0.0, 0.0, 0.0], [0.0, 0.0, 0.0], [-0.1, 0.0, -0.1], [0.0, 0.0, 0.0], [0.1, 0.0, 0.0], [0.0, 0.0, 0.0], [0.0, 0.0, 0.0], [0.0, 0.0, 0.0], [0.0, 0.0, -0.1], [0.0, -0.1, 0.0], [0.0, 0.0, 0.0], [0.0, 0.0, 0.0], [0.0, 0.0, 0.0], [0.0, 0.0, 0.0], [0.0, 0.0, 0.0], [0.0, 0.0, 0.0], [0.0, 0.0, 0.0], [0.0, 0.0, 0.0], [0.0, 0.0, 0.0]],
  "lowdin_charge": [-0.2205, 0.5181, -1.7558, 0.4580, 0.4358, -0.1161, -0.6785, -0.1218, -0.1224, 1.6180, -0.7001, -0.1356, -0.1106, -0.1250, -0.6693, -0.1230, -0.1457, -0.1400, 0.0860, 0.0638, 0.0491, 0.0881, 0.0493, 0.0747, 0.0931, 0.0368, 0.0674, 0.0592, 0.0873, 0.0081, 0.0541, 0.0537, 0.0853, 0.0621, 0.0863, 0.0592, 0.0524, 0.0630, 0.0856, 0.0657, 0.0872, 0.0045, 0.0529, 0.0067, 0.0876, 0.1285, -0.1939, -0.2634, -0.0533, -0.1521, -0.3362, -0.1603, -0.0578, 0.1149, 0.0739, 0.0650, 0.1192, 0.1324, 1.4816, -0.3443, -0.1499, -0.0835, -0.1039, -0.1008, -0.1233, -0.3456, -0.1459, -0.0874, -0.0988, -0.0892, -0.1130, -0.3720, -0.1616, -0.0854, -0.1024, -0.0968, -0.1214, 0.0063, 0.1013, 0.0938, 0.0950, 0.0842, 0.0919, 0.1025, 0.0953, 0.0975, 0.0964, 0.0429, 0.1010, 0.0936, 0.0948, 0.0956],
  "total_charge": -1,
  "energy_ha": -4453.16652,
  "max_force_ev_per_a": 0.56,
  "lumo_energy_ev": 2.06,
  "spin_multiplicity": 1,
  "gap_ev": 6.81,
  "homo_ev": -4.747
}

Record 2
{
  "formula": "C38H46O5",
  "method": "the ωB97M-V functional and the def2-TZVPD basis",
  "elements": ["C", "C", "O", "C", "C", "C", "O", "C", "C", "C", "C", "C", "C", "C", "C", "C", "C", "O", "H", "H", "H", "H", "H", "H", "H", "H", "H", "H", "H", "H", "H", "H", "H", "H", "H", "H", "H", "H", "H", "H", "H", "H", "H", "C", "O", "C", "C", "C", "C", "C", "C", "C", "C", "C", "C", "C", "C", "C", "C", "C", "C", "C", "O", "C", "C", "C", "C", "C", "H", "H", "H", "H", "H", "H", "H", "H", "H", "H", "H", "H", "H", "H", "H", "H", "H", "H", "H", "H", "H"],
  "xyz": [[4.272, -3.636, 0.676], [3.232, -2.570, 0.451], [2.236, -2.596, 1.493], [1.228, -1.711, 1.387], [0.453, -1.485, 2.554], [-0.882, -0.899, 2.522], [-1.718, -1.218, 3.398], [-1.329, 0.123, 1.484], [-2.271, -0.386, 0.384], [-3.537, -1.166, 0.827], [-3.517, -2.679, 0.508], [-3.470, -3.639, 1.716], [-2.529, -4.833, 1.519], [-1.052, -4.449, 1.723], [-0.741, -4.227, 3.196], [0.706, -3.818, 3.425], [0.863, -2.311, 3.734], [0.996, -1.189, 0.266], [5.026, -3.538, -0.111], [4.772, -3.491, 1.636], [3.838, -4.638, 0.624], [3.713, -1.591, 0.514], [2.762, -2.672, -0.536], [-1.855, 0.920, 2.042], [-0.441, 0.548, 1.007], [-2.603, 0.502, -0.181], [-1.674, -0.974, -0.329], [-3.728, -0.987, 1.896], [-4.392, -0.737, 0.278], [-4.440, -2.907, -0.050], [-2.687, -2.901, -0.179], [-3.168, -3.073, 2.607], [-4.491, -4.006, 1.881], [-2.800, -5.617, 2.241], [-2.649, -5.235, 0.508], [-0.392, -5.229, 1.316], [-0.800, -3.531, 1.164], [-1.409, -3.452, 3.592], [-0.986, -5.139, 3.765], [1.146, -4.407, 4.235], [1.305, -4.004, 2.532], [1.911, -2.085, 3.975], [0.241, -2.036, 4.592], [-4.989, 2.568, -5.595], [-3.676, 1.984, -5.737], [-2.778, 2.167, -4.736], [-1.615, 1.356, -4.764], [-0.768, 1.357, -3.678], [-1.007, 2.135, -2.523], [-0.086, 2.024, -1.365], [0.598, 0.820, -1.186], [1.733, 0.525, -0.350], [3.027, 0.144, -1.017], [4.280, 0.489, -0.443], [5.487, 0.096, -1.047], [5.472, -0.641, -2.235], [4.251, -0.976, -2.827], [3.043, -0.557, -2.242], [0.145, 3.215, -0.516], [0.146, 4.509, -1.095], [0.488, 5.633, -0.377], [0.767, 5.527, 1.008], [1.072, 6.694, 1.623], [1.304, 6.746, 3.049], [0.746, 4.251, 1.627], [0.415, 3.142, 0.863], [-2.159, 2.957, -2.533], [-2.996, 3.039, -3.636], [-5.528, 2.287, -6.505], [-5.488, 2.144, -4.712], [-4.932, 3.663, -5.518], [-1.435, 0.708, -5.623], [0.131, 0.750, -3.725], [0.238, -0.035, -1.778], [1.823, 0.929, 0.659], [4.298, 1.048, 0.497], [6.448, 0.329, -0.572], [6.407, -0.887, -2.750], [4.241, -1.578, -3.738], [2.096, -0.780, -2.739], [-0.083, 4.620, -2.149], [0.522, 6.621, -0.832], [1.346, 7.817, 3.257], [0.479, 6.278, 3.604], [2.261, 6.269, 3.315], [1.000, 4.118, 2.683], [0.375, 2.177, 1.360], [-2.402, 3.548, -1.648], [-3.838, 3.742, -3.634]],
  "forces_ev_per_a": [[-0.1, -0.1, 0.1], [-0.1, 0.4, 0.0], [0.9, 0.0, -0.4], [-1.1, 0.8, 2.9], [1.0, -0.7, -1.5], [-1.2, -0.3, 0.9], [1.1, 0.6, -0.9], [0.2, 0.1, 0.2], [-0.1, 0.0, -0.3], [-0.1, 0.2, -0.2], [-0.2, -0.1, -0.1], [-0.1, 0.2, 0.0], [0.3, 0.3, -0.1], [-0.3, -0.1, -0.1], [-0.3, -0.1, 0.2], [0.4, 0.2, 0.5], [-0.2, -0.3, 0.3], [0.2, 1.8, -2.8], [-0.1, -0.1, 0.1], [-0.1, -0.1, 0.0], [0.1, 0.1, 0.1], [-0.1, -0.3, -0.2], [0.0, 0.0, 0.3], [0.3, -0.3, -0.1], [-0.5, -0.1, 0.1], [0.2, -0.2, 0.1], [-0.2, 0.0, 0.2], [0.1, -0.1, -0.3], [0.3, 0.0, 0.2], [0.3, 0.0, 0.0], [-0.1, 0.1, 0.2], [-0.1, -0.2, -0.2], [0.2, 0.0, 0.2], [0.1, 0.0, -0.2], [-0.2, -0.1, 0.1], [-0.1, 0.0, 0.1], [-0.2, -0.2, 0.1], [0.2, -0.2, -0.1], [0.1, 0.1, -0.2], [0.0, 0.1, 0.1], [-0.2, -0.4, 0.3], [-0.2, -0.1, 0.0], [0.1, -0.1, -0.1], [0.5, -0.2, 0.0], [-0.2, 0.5, -0.1], [0.1, -0.1, 0.8], [-1.0, 0.5, 0.0], [0.2, 0.3, 0.2], [-0.7, -0.2, -0.4], [1.1, -1.7, 0.6], [-1.8, 1.7, -0.9], [0.6, -1.8, 0.5], [0.4, 0.3, -0.2], [-0.3, -0.2, -0.2], [-0.3, 0.0, 0.2], [-0.2, 0.3, -0.1], [-0.4, 0.2, 0.3], [0.2, 0.0, 0.0], [0.0, 0.9, 0.2], [0.3, -0.5, 0.0], [-0.1, 0.0, 1.0], [0.1, -0.7, -0.2], [0.0, 0.0, 0.5], [-0.1, -0.2, -0.7], [0.0, 1.1, -0.2], [0.1, -0.3, -0.5], [0.8, -0.1, 0.2], [-0.1, -0.6, -0.7], [0.1, 0.1, 0.3], [0.1, 0.2, -0.2], [-0.1, -0.3, 0.0], [-0.1, 0.2, 0.2], [-0.1, 0.1, 0.0], [0.4, 0.5, 0.2], [0.1, 0.2, -0.4], [0.0, -0.2, -0.3], [-0.5, 0.1, -0.2], [-0.3, -0.1, 0.4], [-0.1, 0.3, 0.2], [0.3, -0.1, 0.2], [0.1, -0.1, 0.1], [0.0, -0.2, 0.1], [0.0, -0.2, 0.2], [0.2, 0.1, -0.2], [-0.3, 0.1, -0.1], [-0.2, 0.2, -0.4], [0.0, 0.3, 0.0], [0.2, -0.1, -0.2], [0.3, -0.5, 0.1]],
  "lowdin_charge": [-0.0520, -0.2101, -0.0345, -0.4211, -0.0831, -0.3230, 0.0094, -0.1184, -0.1727, -0.1828, -0.1949, -0.2049, -0.2092, -0.2031, -0.2068, -0.1844, -0.1471, 0.0019, 0.0764, 0.0826, 0.0821, 0.1002, 0.1254, 0.1342, 0.0509, 0.1022, 0.0994, 0.1062, 0.0993, 0.1021, 0.1000, 0.0892, 0.1053, 0.1073, 0.1041, 0.1144, 0.1069, 0.0918, 0.1146, 0.1068, 0.0896, 0.1135, 0.1157, -0.0607, -0.0904, -0.2631, 0.0091, -0.0271, -0.1800, -0.0955, -0.0495, 0.0312, -0.1989, -0.0372, -0.0737, -0.0795, -0.0636, -0.0236, -0.1626, -0.0261, 0.0060, -0.2657, -0.0941, -0.0547, 0.0037, -0.0286, -0.0289, -0.0096, 0.0932, 0.1009, 0.0884, 0.1216, 0.1047, 0.1211, 0.1324, 0.1222, 0.1101, 0.1091, 0.1090, 0.1149, 0.1170, 0.1209, 0.0908, 0.0943, 0.0964, 0.1118, 0.0890, 0.1235, 0.1078],
  "total_charge": 0,
  "energy_ha": -1851.66455,
  "max_force_ev_per_a": 3.30,
  "lumo_energy_ev": -1.18,
  "spin_multiplicity": 1,
  "gap_ev": 5.96,
  "homo_ev": -7.139
}